{"formula": "C9H11ClN2O2S", "method": "ωB97M-V/def2-TZVPD", "total_charge": 0, "e_tot_ev": -39943.1316, "smiles": "C=N[C@@](C)(Cl)c1ccccc1S(N)(=O)=O", "symbols": ["C", "C", "C", "C", "C", "C", "C", "C", "C", "N", "N", "O", "O", "S", "Cl", "H", "H", "H", "H", "H", "H", "H", "H", "H", "H", "H"], "positions_angstrom": [[-0.35, -3.02, -0.08], [1.02, -2.91, -0.19], [-1.13, -1.90, 0.08], [1.59, -1.65, -0.11], [-0.58, -0.62, 0.14], [0.81, -0.52, 0.06], [-1.46, 0.61, 0.31], [-1.26, 1.24, 1.70], [-1.96, 2.17, -1.39], [2.67, 0.91, -1.25], [-1.16, 1.52, -0.69], [2.89, 0.51, 1.21], [1.26, 2.17, 0.44], [1.90, 0.91, 0.25], [-3.26, 0.12, 0.29], [-0.82, -4.00, -0.11], [1.65, -3.78, -0.31], [-2.20, -2.01, 0.15], [2.66, -1.52, -0.15], [-0.27, 1.67, 1.75], [-1.38, 0.47, 2.46], [-2.00, 2.02, 1.85], [-1.56, 2.86, -2.12], [2.33, 1.67, -1.82], [-3.05, 2.08, -1.33], [3.67, 0.96, -1.14]], "nbo_charge": [-0.179, -0.209, -0.202, -0.193, -0.060, -0.232, 0.168, -0.631, -0.012, -1.072, -0.418, -0.944, -0.925, 2.286, -0.150, 0.219, 0.221, 0.241, 0.236, 0.256, 0.223, 0.225, 0.175, 0.402, 0.169, 0.404]}

{"formula": "C9H11CuN3O4", "method": "ωB97M-V/def2-TZVPD", "total_charge": -1, "e_tot_ev": -66815.2643, "symbols": ["Cu", "O", "C", "O", "C", "C", "C", "C", "C", "N", "C", "O", "O", "H", "H", "H", "N", "C", "C", "N", "H", "H", "H", "H", "H", "H", "H", "H"], "positions_angstrom": [[-0.56, 0.00, 0.00], [1.77, -0.01, 3.52], [1.17, -0.03, 2.43], [-0.07, -0.04, 2.21], [2.06, -0.01, 1.16], [3.44, -0.01, 1.20], [4.14, 0.00, 0.00], [3.44, 0.01, -1.20], [2.06, 0.01, -1.16], [1.41, 0.00, 0.00], [1.17, 0.03, -2.43], [1.77, 0.01, -3.52], [-0.07, 0.04, -2.21], [3.93, -0.02, 2.16], [5.22, 0.00, 0.00], [3.93, 0.02, -2.17], [-2.20, -1.43, -0.01], [-3.38, -0.66, -0.38], [-3.38, 0.66, 0.38], [-2.20, 1.43, 0.02], [-1.99, -2.18, -0.65], [-2.20, -1.75, 0.94], [-4.33, -1.19, -0.20], [-3.31, -0.45, -1.45], [-3.31, 0.45, 1.45], [-4.33, 1.19, 0.20], [-1.98, 2.18, 0.65], [-2.20, 1.76, -0.94]], "nbo_charge": [0.865, -0.732, 0.735, -0.809, 0.093, -0.232, -0.199, -0.234, 0.102, -0.513, 0.734, -0.732, -0.809, 0.234, 0.198, 0.234, -0.878, -0.225, -0.225, -0.878, 0.386, 0.384, 0.164, 0.201, 0.201, 0.164, 0.386, 0.384]}

{"formula": "C9H11F5NiP", "method": "ωB97M-V/def2-TZVPD", "total_charge": 1, "e_tot_ev": -73405.7714, "s_squared": 2.041, "multiplicity": 3, "symbols": ["C", "P", "C", "F", "F", "C", "C", "C", "C", "C", "C", "F", "F", "F", "C", "H", "H", "H", "H", "H", "H", "H", "H", "H", "H", "H", "Ni"], "positions_angstrom": [[1.94, 0.42, 1.22], [2.82, 0.08, -0.43], [1.48, 0.94, -1.49], [1.93, 2.34, -1.74], [1.51, 0.26, -2.84], [0.00, 0.80, -0.81], [-0.72, 2.14, -0.19], [-2.21, 1.94, 0.53], [-2.91, 0.42, 0.60], [-2.14, -0.88, -0.03], [-2.73, -2.45, 0.02], [-4.10, -2.42, 0.59], [-1.76, -3.28, 0.81], [-2.66, -2.95, -1.38], [-0.66, -0.72, -0.76], [1.58, 1.55, 1.37], [1.08, -0.36, 1.49], [2.76, 0.26, 2.08], [2.13, -1.19, -0.60], [3.63, -0.17, -1.63], [3.53, 1.34, -0.25], [3.84, -0.64, 0.32], [-0.23, 3.21, -0.22], [-2.78, 2.87, 0.97], [-3.96, 0.28, 1.14], [-0.07, -1.61, -1.23], [-1.30, -2.16, 2.46]], "nbo_charge": [-0.959, 0.420, 0.567, -0.348, -0.358, -0.093, -0.139, -0.196, -0.203, -0.254, 0.968, -0.301, -0.411, -0.297, -0.167, 0.242, 0.174, 0.244, -0.071, -0.045, -0.032, 0.176, 0.288, 0.274, 0.277, 0.288, 0.957]}

{"formula": "C9H11INOS", "method": "ωB97M-V/def2-TZVPD", "total_charge": 1, "de_lowest_kcal_mol": 0.0, "smiles": "C[N@H+]1[C@H](I)Oc2ccccc2[C@@H]1S", "symbols": ["C", "C", "C", "C", "C", "C", "C", "C", "C", "N", "O", "S", "I", "H", "H", "H", "H", "H", "H", "H", "H", "H", "H", "H"], "positions_angstrom": [[2.71, 1.81, 0.03], [1.76, 2.78, -0.26], [2.25, 0.49, 0.12], [0.41, 2.58, -0.22], [0.81, 0.30, 0.10], [-0.09, 1.32, 0.02], [0.33, -1.15, 0.27], [-1.97, 0.03, 0.54], [-1.87, -2.55, 0.11], [-1.32, -1.20, -0.15], [-1.46, 1.12, -0.16], [1.18, -2.27, -0.79], [-4.13, 0.03, 0.41], [3.80, 2.12, -0.04], [2.08, 3.84, -0.37], [2.96, -0.34, 0.30], [-0.27, 3.44, -0.43], [0.44, -1.42, 1.27], [-1.51, -0.02, 1.56], [-1.06, -3.25, -0.13], [-2.10, -2.60, 1.25], [-2.70, -2.65, -0.54], [-1.38, -0.97, -1.15], [1.14, -1.44, -1.76]], "nbo_charge": [-0.193, -0.177, -0.183, -0.219, -0.161, 0.248, -0.158, 0.124, -0.432, -0.432, -0.506, 0.122, 0.244, 0.251, 0.238, 0.249, 0.252, 0.238, 0.210, 0.246, 0.235, 0.242, 0.434, 0.125]}

{"formula": "C9H11N", "method": "ωB97M-V/def2-TZVPD", "total_charge": 0, "de_lowest_kcal_mol": 31.2, "smiles": "CC1(C)C=c2cc[nH]c2=C1", "symbols": ["C", "C", "C", "C", "C", "C", "C", "C", "C", "N", "H", "H", "H", "H", "H", "H", "H", "H", "H", "H", "H"], "positions_angstrom": [[2.42, -1.08, -0.32], [-0.22, -1.14, 0.12], [-0.16, 1.21, -0.02], [3.19, -0.01, -0.09], [1.08, -0.77, 0.02], [1.10, 0.74, 0.12], [-1.12, 0.04, 0.05], [-2.01, 0.08, 1.28], [-2.00, -0.07, -1.16], [2.41, 1.14, 0.27], [2.96, -2.00, -0.35], [-0.57, -2.13, -0.19], [-0.50, 2.17, 0.25], [4.34, -0.05, -0.08], [-1.46, 0.16, 2.15], [-2.42, -0.88, 1.38], [-2.72, 0.84, 1.16], [-2.12, 0.79, -1.74], [-3.05, -0.28, -0.76], [-1.65, -0.81, -1.93], [2.53, 2.07, -0.17]], "nbo_charge": [-0.307, -0.153, -0.268, 0.026, -0.085, 0.165, -0.136, -0.572, -0.585, -0.598, 0.223, 0.204, 0.204, 0.222, 0.213, 0.207, 0.201, 0.216, 0.206, 0.218, 0.400]}

{"formula": "C9H11N2", "method": "ωB97M-V/def2-TZVPD", "total_charge": 1, "de_lowest_kcal_mol": 90.5, "s_squared": 2.012, "multiplicity": 3, "symbols": ["C", "C", "C", "C", "C", "C", "C", "C", "C", "N", "N", "H", "H", "H", "H", "H", "H", "H", "H", "H", "H", "H"], "positions_angstrom": [[-1.81, -0.26, -1.21], [-0.90, 0.71, -1.09], [1.25, -1.24, 0.63], [-1.66, -1.71, -0.93], [0.82, -1.87, -0.47], [0.45, 0.63, -0.73], [2.36, -0.30, 0.97], [-0.58, -2.46, -0.55], [0.28, 2.32, 0.93], [2.20, 0.98, 0.81], [1.02, 1.40, 0.20], [-2.85, 0.00, -1.53], [-1.17, 1.76, -1.29], [0.66, -1.49, 1.55], [-2.66, -2.20, -0.83], [1.41, -1.84, -1.38], [1.05, 0.13, -1.39], [3.12, -0.60, 1.71], [-0.66, -3.41, -0.04], [0.51, 3.25, 0.43], [-0.85, 2.08, 0.78], [0.70, 2.33, 2.01]], "nbo_charge": [-0.269, -0.139, -0.265, -0.118, -0.172, 0.088, 0.092, -0.090, -0.442, -0.196, -0.173, 0.255, 0.248, 0.250, 0.249, 0.234, 0.226, 0.251, 0.239, 0.238, 0.234, 0.262]}

{"formula": "C9H11N2", "method": "ωB97M-V/def2-TZVPD", "total_charge": 1, "de_lowest_kcal_mol": 71.5, "s_squared": 2.015, "multiplicity": 3, "symbols": ["C", "C", "C", "C", "C", "C", "C", "C", "C", "N", "N", "H", "H", "H", "H", "H", "H", "H", "H", "H", "H", "H"], "positions_angstrom": [[1.61, -0.05, -1.20], [0.46, 0.67, -1.13], [0.99, -1.95, 0.03], [-1.43, -1.50, 0.72], [-2.48, 0.06, -0.63], [-0.19, -1.58, 0.45], [2.12, -0.90, -0.02], [-0.25, 1.11, -0.01], [0.28, 1.83, 1.13], [-2.39, -1.03, -0.08], [-1.55, 1.19, -0.20], [2.05, -0.08, -2.23], [0.18, 0.79, -2.21], [0.97, -2.97, -0.36], [-1.92, -1.90, 1.61], [-3.13, 0.30, -1.46], [3.06, -1.33, -0.16], [2.25, -0.55, 1.04], [-0.16, 2.76, 1.21], [1.38, 2.00, 1.00], [0.12, 1.32, 2.08], [-2.00, 1.79, 0.44]], "nbo_charge": [-0.106, -0.195, -0.133, -0.075, 0.349, 0.164, -0.495, 0.182, -0.670, -0.301, -0.599, 0.238, 0.243, 0.275, 0.263, 0.232, 0.255, 0.249, 0.241, 0.247, 0.235, 0.400]}

{"formula": "C9H11N2P", "method": "ωB97M-V/def2-TZVPD", "total_charge": 0, "de_lowest_kcal_mol": 132.7, "symbols": ["C", "C", "C", "C", "C", "C", "C", "C", "C", "N", "N", "P", "H", "H", "H", "H", "H", "H", "H", "H", "H", "H", "H"], "positions_angstrom": [[2.00, -1.58, 3.12], [1.13, -0.57, 3.16], [2.31, -2.09, 1.91], [1.61, -1.81, 0.76], [0.45, -0.12, 1.99], [-0.92, -0.05, -0.82], [-2.64, 1.46, -1.67], [-0.30, 1.36, -2.69], [-1.45, 0.56, -2.02], [0.12, -0.55, -0.46], [0.61, -0.82, 0.75], [-0.45, 1.28, 2.14], [2.36, -1.78, 4.11], [1.05, 0.25, 3.87], [3.07, -2.92, 1.91], [1.73, -2.28, -0.19], [-2.37, 2.09, -0.71], [-3.48, 0.94, -1.42], [-2.95, 2.10, -2.52], [-0.65, 2.31, -3.10], [0.12, 0.71, -3.44], [0.46, 1.53, -1.85], [-1.80, -0.04, -2.82]], "nbo_charge": [-0.202, -0.222, -0.309, 0.058, -0.302, 0.355, -0.574, -0.588, -0.367, -0.285, -0.221, 0.228, 0.230, 0.232, 0.230, 0.226, 0.218, 0.207, 0.207, 0.216, 0.212, 0.217, 0.236]}

{"formula": "C9H11NO", "method": "ωB97M-V/def2-TZVPD", "total_charge": 0, "de_lowest_kcal_mol": 8.7, "smiles": "Cc1c[nH]c2ccccc12.O", "symbols": ["C", "C", "C", "C", "C", "C", "C", "C", "N", "C", "H", "H", "H", "H", "H", "H", "H", "H", "H", "O", "H", "H"], "positions_angstrom": [[2.14, -0.04, 1.12], [0.83, -0.09, 1.61], [-2.01, -0.67, -0.97], [-1.17, -0.87, -2.11], [-1.45, -0.36, 0.28], [0.20, -0.73, -1.95], [-0.04, -0.27, 0.41], [0.79, -0.44, -0.71], [2.06, -0.18, -0.28], [0.36, 0.02, 3.02], [3.02, 0.33, 1.64], [-3.07, -0.95, -1.04], [-1.65, -1.05, -3.07], [-2.12, -0.23, 1.14], [0.90, -0.68, -2.79], [2.92, 0.00, -0.81], [-0.46, -0.61, 3.42], [0.10, 1.08, 3.19], [1.28, -0.22, 3.59], [-0.70, 2.26, -2.13], [-0.52, 1.29, -2.09], [-1.41, 2.40, -1.46]], "nbo_charge": [-0.048, -0.066, -0.248, -0.232, -0.196, -0.260, -0.083, 0.135, -0.533, -0.642, 0.221, 0.218, 0.230, 0.218, 0.217, 0.414, 0.226, 0.220, 0.220, -0.958, 0.479, 0.469]}

{"formula": "C9H11NO2", "method": "ωB97M-V/def2-TZVPD", "total_charge": 0, "de_lowest_kcal_mol": 61.6, "smiles": "C\\C(O)=c1/[nH]cc/c1=C/C=C/O", "symbols": ["C", "C", "C", "C", "C", "C", "C", "C", "C", "N", "O", "O", "H", "H", "H", "H", "H", "H", "H", "H", "H", "H", "H"], "positions_angstrom": [[-1.82, -1.91, 0.11], [-2.73, -1.01, -0.33], [-0.55, -1.24, 0.26], [-0.83, 0.17, 0.02], [0.63, -1.90, 0.49], [1.96, -1.43, 0.31], [2.33, -0.41, -0.49], [-0.14, 1.29, 0.33], [-0.64, 2.67, -0.01], [-2.15, 0.22, -0.47], [3.65, -0.07, -0.63], [1.03, 1.31, 1.01], [-1.97, -2.96, 0.24], [-3.76, -1.15, -0.57], [0.53, -2.94, 0.78], [2.75, -1.98, 0.80], [1.62, 0.11, -1.12], [-0.80, 2.77, -1.08], [0.10, 3.39, 0.32], [-1.58, 2.88, 0.50], [-2.66, 1.08, -0.53], [3.74, 0.71, -1.18], [1.28, 0.41, 1.26]], "nbo_charge": [-0.309, 0.008, -0.069, 0.007, -0.248, -0.373, 0.151, 0.313, -0.671, -0.575, -0.677, -0.667, 0.220, 0.211, 0.208, 0.221, 0.178, 0.219, 0.240, 0.217, 0.401, 0.482, 0.511]}